49
Properties=species:S:1:pos:R:3:nbo_charge:R:1 method="wB97M-V/def2-TZVPD" total_charge=-1 gap_ha=0.294 fmax_ha_per_bohr=0.0257 de_lowest_ev=0.132 homo_ev=-5.7
Pt -0.08 0.17 -0.36 1.019
F 4.77 1.01 1.47 -0.310
C 3.90 0.23 0.84 0.737
F 3.13 -0.37 1.73 -0.284
F 4.57 -0.69 0.16 -0.308
S 2.91 1.21 -0.35 2.261
O 1.95 0.24 -0.90 -0.934
O 3.83 1.76 -1.29 -0.892
N 2.26 2.22 0.66 -1.228
S 0.97 3.06 0.39 2.256
O 1.16 4.33 -0.21 -0.892
O -0.13 2.26 -0.19 -0.934
C 0.44 3.38 2.13 0.742
F -0.53 4.29 2.10 -0.308
F 1.46 3.86 2.83 -0.307
F 0.00 2.28 2.70 -0.286
O -1.98 0.17 0.24 -0.657
C -2.40 -0.82 0.93 0.443
C -1.97 -2.21 0.72 -0.236
C -2.79 -3.20 1.25 -0.129
C -2.51 -4.53 1.05 -0.010
C -1.40 -4.93 0.31 -0.172
C -0.59 -3.97 -0.23 -0.287
C -0.82 -2.59 -0.04 0.419
O 0.03 -1.78 -0.59 -0.656
N -3.39 -5.54 1.62 0.525
O -3.10 -6.71 1.47 -0.418
O -4.36 -5.17 2.27 -0.411
H -3.43 -0.72 1.27 0.174
H -3.65 -2.91 1.84 0.241
H -1.21 -5.98 0.16 0.235
H 0.28 -4.24 -0.82 0.222
O -2.03 -0.65 2.66 -0.646
C -0.83 -0.67 3.11 0.790
O 0.19 -0.64 2.43 -0.684
C -0.71 -0.68 4.63 -0.147
C 0.56 -0.66 5.20 -0.171
C 0.74 -0.67 6.58 -0.267
C -0.40 -0.71 7.35 0.216
O -0.51 -0.71 8.72 -0.489
C -1.89 -0.94 8.99 0.237
O -2.62 -0.74 7.78 -0.499
C -1.66 -0.74 6.78 0.268
C -1.85 -0.72 5.43 -0.237
H 1.41 -0.63 4.53 0.242
H 1.72 -0.65 7.04 0.222
H -2.24 -0.23 9.74 0.163
H -2.02 -1.97 9.33 0.143
H -2.83 -0.73 4.97 0.244